{
  "formula": "C20H50BIN15O15PS2",
  "method": "the ωB97M-V functional and the def2-TZVPD basis",
  "symbols": ["I", "S", "S", "P", "O", "O", "O", "O", "O", "O", "O", "O", "O", "O", "O", "O", "O", "O", "O", "N", "N", "N", "N", "N", "N", "N", "N", "N", "N", "N", "N", "N", "N", "N", "C", "C", "C", "C", "C", "C", "C", "C", "C", "C", "C", "C", "C", "C", "C", "C", "C", "C", "C", "C", "B", "H", "H", "H", "H", "H", "H", "H", "H", "H", "H", "H", "H", "H", "H", "H", "H", "H", "H", "H", "H", "H", "H", "H", "H", "H", "H", "H", "H", "H", "H", "H", "H", "H", "H", "H", "H", "H", "H", "H", "H", "H", "H", "H", "H", "H", "H", "H", "H", "H", "H"],
  "xyz": [[0.56770, 5.87219, 0.88911], [-0.57099, 2.67198, -0.71688], [3.75239, -0.84228, 2.40089], [0.88388, 3.75032, 2.12837], [4.05038, -2.30805, -0.04142], [1.75403, 1.37127, -1.85279], [2.16628, -0.66819, -4.62873], [2.05296, 2.91177, 1.28071], [-1.37019, 0.68042, 3.15645], [-5.54471, 1.66206, -6.25719], [3.92367, -2.00932, 5.46906], [-2.91155, -1.85924, 3.69371], [-5.55327, 7.09293, -4.56277], [-4.80153, -0.58338, 2.87079], [-1.85153, -5.69208, 1.22531], [-2.59952, 5.00106, -2.38374], [9.15127, -1.86500, 5.29837], [2.68145, -4.02259, 0.42297], [1.59469, -0.46279, -0.59140], [-2.33958, 6.08075, -4.35973], [-0.83108, 4.46045, -3.70911], [-2.53583, -7.15526, 2.82137], [2.27000, -2.25570, -6.24693], [-3.89296, 0.71593, -5.02318], [1.89270, -1.84223, 6.43845], [1.73114, -0.07662, -6.77336], [7.01152, -1.94666, 6.05672], [-0.28902, -6.72810, 2.49350], [3.43447, -3.35654, 7.23381], [-5.46301, 4.83981, -4.79141], [7.44470, -1.45224, 3.85657], [-6.10639, 0.30051, -4.53055], [-7.15105, 6.04362, -5.79178], [-1.47507, 2.81467, 0.73688], [3.13181, -2.37624, 6.32555], [2.06274, -0.97992, -5.80411], [3.64007, -1.74715, -1.30611], [-1.58583, 3.26731, 3.06005], [-5.20450, 0.94090, -5.33241], [3.12187, -2.97019, 0.67681], [2.65955, -2.24756, 1.96363], [4.36921, -0.38496, -1.38741], [-0.34754, 1.26908, 2.39974], [1.10459, 0.62101, -1.24652], [-6.02271, 6.05780, -5.01747], [-2.20278, 3.73985, 3.91207], [-1.96700, 5.17063, -3.41353], [-2.43416, 0.23657, 2.30518], [-0.41663, 0.88238, -1.13800], [-0.70240, 2.73018, 1.99759], [-1.57795, -6.47200, 2.11893], [2.14603, -1.45074, -1.50100], [7.95257, -1.76194, 5.08650], [-2.63603, -2.84667, 2.68032], [-3.43608, -0.78635, 3.00982], [-2.96361, 1.08392, 1.85484], [-0.30040, 4.58845, -4.54853], [6.46272, -1.36314, 3.66596], [-3.20426, 1.17173, -5.59145], [0.43692, -6.24282, 1.99595], [-1.96620, -0.31809, 1.46298], [-3.59167, 0.12928, -4.26934], [1.63798, -1.12306, 5.78294], [0.51950, 1.30825, 3.06809], [2.51568, -2.94434, -5.56106], [2.08330, -1.00482, -2.49825], [-2.88393, -3.84205, 3.04702], [4.34496, -3.77248, 7.17374], [7.34105, -2.17484, 6.97463], [2.82443, 3.48762, 1.29935], [1.22316, -2.12662, 7.12586], [-0.03679, -7.36459, 3.22459], [-0.90802, 0.68473, -2.08995], [1.57330, 0.86947, -6.48173], [-0.52406, 3.77936, -3.03684], [-5.82893, 3.97643, -5.15478], [-3.17279, 6.62305, -4.17706], [-7.55149, 5.20874, -6.17411], [-7.07829, 0.44371, -4.72954], [6.02168, -1.86487, 5.89227], [-1.88986, 3.74053, 0.68362], [-3.24809, -2.67661, 1.78363], [-2.33086, -7.80092, 3.55915], [-1.58364, -2.84636, 2.38432], [-1.83784, 6.23401, -5.21280], [-5.10197, -0.09517, 3.64489], [-5.84878, -0.29428, -3.76680], [2.80095, -3.67215, 7.94233], [8.10113, -1.30851, 3.11373], [-4.63303, 4.81636, -4.22460], [3.94820, 0.24565, -2.17044], [-3.49205, -6.99033, 2.57012], [3.26496, 0.24408, 1.75797], [1.50825, -2.33814, -1.55057], [5.44983, -0.49653, -1.46351], [3.98586, -2.31633, -2.17553], [4.14574, 0.12935, -0.44756], [-0.07452, 0.68461, 1.51504], [1.64082, -0.30856, -7.74358], [-7.58951, 6.92510, -5.97813], [1.65035, -1.85887, 1.83622], [-0.85003, 0.26769, -0.34872], [2.68263, -2.97807, 2.77110], [-2.59416, 3.97688, 4.86931], [2.19060, -2.53185, -7.20651]],
  "atomic_forces_ev_per_a": [[-0.3, -0.4, -0.2], [0.3, 0.0, -0.1], [0.1, 0.1, 0.9], [1.0, 0.2, 1.3], [-0.4, -0.1, -0.6], [2.1, 1.6, -1.8], [0.0, 0.0, 0.0], [-1.2, 0.2, -0.1], [-0.1, -0.7, -0.6], [0.0, 0.1, 0.1], [0.2, -0.1, 0.1], [-0.2, -0.3, -0.4], [0.1, 0.0, -0.1], [0.4, -0.1, 0.3], [-0.1, 0.1, 0.0], [-0.1, -0.1, -0.1], [-0.1, 0.0, 0.0], [-1.0, -2.5, -1.1], [-0.3, -0.9, 0.2], [-0.3, 0.1, 0.1], [-0.1, -0.2, 0.1], [-0.1, 0.1, 0.0], [0.0, 0.0, 0.1], [0.0, 0.0, -0.1], [-0.3, 0.3, -0.2], [-0.1, 0.1, 0.1], [-0.1, -0.1, 0.2], [0.1, 0.1, 0.0], [0.1, 0.1, -0.1], [0.1, -0.1, 0.1], [0.0, 0.0, -0.1], [-0.1, 0.0, -0.1], [-0.1, 0.2, 0.0], [0.2, -0.6, -0.2], [0.2, -0.2, 0.1], [0.0, -0.1, -0.2], [0.3, 1.9, -0.5], [3.6, -1.9, -4.6], [0.0, -0.1, 0.1], [0.3, 2.3, 1.6], [0.9, 0.9, -0.7], [-0.4, -0.1, 0.7], [0.3, 0.6, 0.6], [-2.6, -0.7, 1.2], [0.0, -0.2, 0.0], [-2.5, 1.8, 4.5], [0.2, 0.1, -0.1], [-0.1, -0.1, -0.4], [0.5, -0.1, 1.3], [-0.6, 0.2, -0.7], [0.1, -0.1, 0.1], [0.4, -0.1, -0.8], [0.0, 0.0, 0.0], [0.1, -0.4, -0.1], [0.5, 0.6, 0.2], [0.1, -0.1, 0.1], [0.0, 0.1, 0.0], [0.0, 0.0, 0.0], [0.0, 0.0, 0.0], [0.0, 0.0, 0.0], [-0.3, 0.1, 0.1], [0.0, 0.0, 0.0], [0.0, -0.1, 0.0], [0.0, 0.0, -0.1], [0.0, 0.0, 0.0], [0.2, -0.3, 0.0], [0.0, 0.1, 0.1], [0.0, 0.0, 0.0], [0.1, 0.0, 0.0], [0.4, -0.1, 0.0], [0.0, 0.0, 0.0], [0.0, 0.0, 0.0], [0.1, 0.0, 0.0], [0.0, 0.0, 0.0], [0.0, 0.1, 0.0], [0.1, 0.0, -0.1], [0.0, 0.0, -0.1], [0.1, 0.0, 0.0], [0.0, 0.0, 0.0], [-0.1, 0.0, -0.1], [-0.3, -0.1, -0.2], [0.1, -0.1, 0.0], [0.0, 0.0, 0.0], [0.0, 0.1, 0.1], [0.0, 0.0, 0.0], [-0.5, 0.0, -0.1], [0.0, 0.0, 0.0], [0.0, 0.0, 0.0], [0.0, 0.0, 0.0], [0.0, -0.1, 0.1], [0.3, -0.2, -0.2], [0.0, 0.0, 0.0], [-0.4, -0.7, -0.2], [0.0, 0.0, 0.6], [-0.1, -0.1, -0.1], [-0.3, -0.6, 0.4], [0.2, 0.0, -0.1], [0.0, 0.0, 0.1], [0.0, 0.0, 0.0], [0.0, 0.0, 0.0], [-0.1, -0.3, -0.1], [-0.2, 0.1, -0.2], [0.0, 0.2, 0.1], [-0.4, 0.4, -0.1], [0.0, 0.0, 0.0]],
  "smiles": "C#C[C@@](COCB(O)OC)(NSCC(=O)OC[C@@H](C)OC(=O)CS)P(O)I.NC(N)=O.NC(N)=O.NC(N)=O.NC(N)=O.NC(N)=O.NC(N)=O.NC(N)=O",
  "homo_lumo_gap_ev": 8.01,
  "e_lumo_ha": -0.001,
  "e_tot_ev": -114356.868
}

---

{
  "formula": "C20H50BaN3O7",
  "method": "the ωB97M-V functional and the def2-TZVPD basis",
  "symbols": ["Ba", "O", "O", "O", "O", "O", "O", "O", "N", "N", "N", "C", "C", "C", "C", "C", "C", "C", "C", "C", "C", "C", "C", "C", "C", "C", "C", "C", "C", "C", "C", "H", "H", "H", "H", "H", "H", "H", "H", "H", "H", "H", "H", "H", "H", "H", "H", "H", "H", "H", "H", "H", "H", "H", "H", "H", "H", "H", "H", "H", "H", "H", "H", "H", "H", "H", "H", "H", "H", "H", "H", "H", "H", "H", "H", "H", "H", "H", "H", "H", "H"],
  "xyz": [[-10.41083, 20.38341, -11.73320], [-10.97543, 19.18480, -14.53508], [-7.94559, 19.56847, -11.53852], [-7.79874, 20.37130, -15.39770], [-10.74718, 19.72501, -9.06914], [-13.81620, 23.05590, -15.20148], [-13.07005, 19.73696, -11.83032], [-5.73184, 22.44977, -13.55906], [-12.52311, 22.36858, -12.89266], [-9.78152, 17.68358, -12.39260], [-8.65254, 22.08393, -13.42614], [-6.84236, 20.39285, -11.15389], [-6.55929, 23.58633, -13.60593], [-9.27840, 17.61163, -13.76719], [-4.34488, 22.59635, -13.94634], [-7.86685, 23.24350, -12.93598], [-8.19376, 21.64959, -15.87639], [-13.76650, 18.51792, -11.98686], [-6.89297, 19.70187, -16.23393], [-13.31157, 22.13915, -11.68302], [-10.42496, 17.90531, -14.74705], [-12.55946, 23.83703, -13.24610], [-14.04479, 20.80243, -11.90518], [-12.19959, 19.41343, -15.19428], [-14.93214, 23.24411, -16.07482], [-11.35647, 18.70030, -8.34059], [-7.60774, 18.17247, -11.40539], [-13.79995, 23.93428, -14.12947], [-10.29098, 17.90274, -7.50022], [-8.82719, 17.28657, -11.37621], [-9.18628, 22.22481, -14.80092], [-7.10192, 18.07143, -10.44091], [-4.38304, 22.91200, -14.99259], [-13.00873, 18.76650, -14.83768], [-7.39089, 19.18700, -17.05998], [-14.43484, 18.35365, -11.14063], [-14.54190, 20.70629, -12.87596], [-10.68714, 17.23250, -12.43547], [-13.08003, 17.66688, -11.93872], [-6.26314, 24.50396, -13.08540], [-9.35835, 17.82852, -8.05385], [-9.90843, 17.80200, -15.70772], [-15.86951, 23.42510, -15.54014], [-12.74356, 20.35774, -15.28048], [-13.02116, 21.93743, -13.65938], [-3.88369, 21.61375, -13.92541], [-6.23210, 20.93120, -11.87988], [-7.60775, 23.16963, -11.87342], [-15.05507, 22.44507, -16.79750], [-8.78913, 16.63920, -13.87885], [-14.05723, 22.89256, -11.41847], [-8.62126, 24.02542, -12.80321], [-11.08287, 17.03038, -14.70229], [-12.52149, 24.43052, -12.33707], [-14.69378, 23.66529, -13.54453], [-12.06869, 19.17036, -16.25501], [-10.83719, 17.05100, -7.09376], [-11.79337, 17.92921, -8.99434], [-8.54851, 18.40538, -13.95037], [-6.69172, 23.91339, -14.64374], [-8.44683, 16.27800, -11.59089], [-6.87257, 17.67129, -12.04392], [-6.41175, 18.94566, -15.60989], [-6.09452, 20.34772, -16.60813], [-11.70736, 24.09964, -13.87879], [-7.93263, 21.40862, -13.69690], [-14.84687, 20.67569, -11.17361], [-10.15028, 21.71485, -14.77797], [-14.20498, 18.38470, -12.97885], [-3.79133, 23.35304, -13.39315], [-10.09876, 18.56927, -6.65550], [-12.10892, 19.07328, -7.63878], [-9.17279, 17.20635, -10.34564], [-6.08220, 19.78340, -10.65434], [-8.73755, 21.66578, -16.82690], [-7.00774, 21.10880, -10.34384], [-7.38828, 22.35714, -16.08804], [-9.35353, 23.27740, -15.04406], [-14.76021, 24.21318, -16.55129], [-13.96193, 24.98900, -14.39415], [-12.61955, 22.03301, -10.84600]],
  "atomic_forces_ev_per_a": [[-0.6, 0.0, 1.2], [-0.1, 0.8, 1.1], [1.4, -0.4, -0.6], [-0.2, 1.0, -0.5], [-0.3, 0.1, -1.3], [0.7, -1.1, -0.9], [-1.1, 0.3, -0.3], [0.7, 0.0, 0.9], [0.7, 1.4, 0.4], [-0.7, 1.0, -0.3], [1.7, -0.3, -0.5], [1.9, -0.1, 1.4], [-0.6, 0.8, -0.9], [-0.3, 1.2, 0.6], [-1.4, 0.4, -1.1], [-1.3, -0.1, 0.9], [-1.7, 0.5, 0.6], [0.8, -1.3, 0.3], [0.6, -0.7, 0.2], [-0.4, -1.7, -0.6], [1.6, -1.5, -0.3], [0.1, -2.1, -1.5], [0.5, 0.1, 0.8], [-1.3, -1.5, -1.9], [0.2, 1.6, 0.4], [2.0, -0.1, -0.5], [0.4, -0.4, 1.4], [-1.6, 1.8, 1.5], [-1.7, 2.0, 0.4], [0.1, -1.0, 0.0], [0.5, 0.5, -0.2], [-0.3, 0.0, 0.2], [0.4, 0.1, -0.1], [0.3, -0.4, 0.2], [0.0, 0.2, -0.1], [-0.4, 0.2, -0.3], [0.1, 0.5, -0.2], [0.2, -0.5, 0.9], [0.4, 0.3, 0.2], [0.9, -0.3, 0.2], [-0.1, -0.7, -0.1], [-0.5, 0.5, -0.4], [0.0, -0.5, 0.4], [1.4, 0.9, 1.0], [0.2, -0.2, -0.1], [0.0, 0.0, 0.4], [-0.9, -0.2, -1.0], [0.0, -1.0, 0.0], [0.4, -0.1, 0.2], [-0.2, -0.1, -0.8], [0.1, 0.2, -0.3], [0.5, 0.7, -0.9], [-0.9, 0.5, 0.1], [-0.4, 0.2, -0.2], [0.1, 0.3, 0.4], [0.0, -0.2, 0.0], [0.8, -0.6, -0.2], [-0.6, 0.0, -0.2], [0.2, -0.1, 0.3], [0.0, -0.1, -0.2], [0.1, -0.1, 0.0], [0.1, 1.3, -1.1], [0.0, -0.1, -0.1], [-0.2, 0.2, -0.1], [0.2, -0.1, 0.2], [0.1, -0.6, 1.2], [0.3, -0.3, 0.3], [0.0, -0.1, -0.6], [-0.6, 0.5, 0.2], [-0.1, -0.1, 0.4], [0.4, -0.2, 0.1], [-0.3, 0.0, 0.0], [-0.9, 0.5, -0.3], [-0.1, -0.4, -0.1], [-0.1, -0.8, -0.1], [-1.2, 0.0, -0.2], [0.6, -0.3, 0.6], [-0.2, 0.0, 0.0], [0.0, -0.2, -0.6], [0.1, -0.1, -0.5], [-0.3, 0.0, 0.4]],
  "homo_lumo_gap_ev": 7.14,
  "e_lumo_ha": -0.068,
  "total_charge": 1,
  "e_tot_ev": -41038.166
}